# 1
Entry from the Open Molecules 2025 dataset: a molecular structure, C22H53N7O9Zr at a distorted geometry (ωB97M-V/def2-TZVPD).

Positions of all 92 atoms, in Å:
1 Zr 2.15 2.35 -1.94
2 O -2.46 3.64 1.61
3 O -4.63 -2.57 -0.07
4 O 3.93 1.62 -1.23
5 O -1.49 1.32 6.20
6 O 0.40 3.56 -0.95
7 O 3.85 -3.90 -1.07
8 O 1.20 0.79 -0.71
9 O -4.72 0.37 -2.82
10 O 2.38 0.23 -3.24
11 N 0.30 0.61 5.06
12 N 3.32 -1.80 -3.78
13 N -3.02 1.78 2.76
14 N 3.55 -3.22 1.08
15 N -2.60 -3.44 -0.66
16 N -0.37 5.58 -0.37
17 N -2.82 0.07 -3.89
18 C -3.61 -2.57 -0.77
19 C -1.28 -3.19 -1.29
20 C 1.43 0.99 4.28
21 C -4.27 2.30 3.22
22 C 3.21 -3.15 -4.20
23 C -0.46 1.60 5.62
24 C 2.24 -0.93 -3.71
25 C 2.74 -2.48 2.01
26 C -2.67 -4.48 0.39
27 C 0.13 -0.83 5.16
28 C 0.91 6.05 0.14
29 C 3.17 -3.30 -0.21
30 C -0.57 4.31 -0.81
31 C -3.50 -0.47 -5.14
32 C 0.38 0.01 0.10
33 C 4.89 -3.72 1.60
34 C -2.21 2.57 2.06
35 C -1.35 0.29 -3.99
36 C -2.69 0.40 3.05
37 C -1.45 6.47 -0.05
38 C -3.53 0.52 -2.84
39 C 4.64 -1.28 -3.86
40 H -2.26 -5.41 0.01
41 H -1.78 6.25 0.96
42 H 3.99 -3.77 -3.77
43 H 3.34 -1.65 2.39
44 H -3.45 -1.85 -1.59
45 H 2.35 0.65 4.76
46 H -1.16 7.51 -0.23
47 H 0.70 -1.02 0.26
48 H -4.38 3.34 2.93
49 H -2.90 -1.32 -5.45
50 H 1.50 0.69 3.23
51 H 1.84 -2.10 1.54
52 H -1.63 4.19 -1.08
53 H 0.36 -1.09 6.19
54 H -1.68 0.16 2.71
55 H -0.74 -4.10 -1.56
56 H -0.81 0.48 -3.06
57 H -0.83 -0.40 -4.66
58 H 5.35 -1.94 -3.36
59 H -4.08 2.38 4.29
60 H 4.57 1.17 -0.64
61 H -0.60 -0.10 -0.37
62 H 1.52 2.07 4.28
63 H -0.15 2.65 5.57
64 H -5.19 1.73 3.07
65 H -1.44 -2.66 -2.22
66 H 2.29 -3.21 2.68
67 H -3.64 -4.68 0.85
68 H -3.53 0.26 -5.95
69 H 0.84 -1.38 4.53
70 H 1.73 5.38 -0.12
71 H 4.90 -1.24 -4.92
72 H 4.73 -0.25 -3.53
73 H -0.62 -2.53 -0.72
74 H -2.27 6.23 -0.73
75 H 2.26 -2.75 -0.50
76 H 0.97 6.27 1.20
77 H -3.37 -0.38 2.71
78 H 1.22 -1.32 -3.88
79 H 5.54 -2.90 1.90
80 H -4.50 -0.78 -4.84
81 H -2.05 -4.15 1.23
82 H -0.07 0.48 0.98
83 H 1.17 7.00 -0.33
84 H -2.62 0.25 4.13
85 H 2.25 -3.60 -3.95
86 H -1.22 2.13 1.84
87 H 4.88 -4.31 2.52
88 H 3.19 -3.21 -5.29
89 H -0.87 -1.16 4.90
90 H -2.84 0.85 -2.05
91 H 5.44 -4.27 0.84
92 H -1.34 1.29 -4.42

Summary:
orbital gap	0.1493	Eh
E_tot	-53793.9096	eV
highest occupied orbital energy	-13.12	eV
LUMO energy	-9.063	eV
charge	+2
molecular weight	650.9	g mol⁻¹

Atom charges from the Löwdin analysis, given in e for atoms 1 to 4:
1 Zr 2.147
2 O 0.015
3 O 0.015
4 O -0.365


# 2
Entry from the Open Molecules 2025 dataset: a molecular structure, C22H54ClFInN2O8P2 at a distorted geometry (ωB97M-V/def2-TZVPD).

Positions of all 91 atoms, in Å:
1 In 1.45 -3.41 1.61
2 Cl 3.72 -3.60 2.60
3 P 1.49 5.71 3.66
4 P -1.74 1.02 -3.71
5 F -1.50 -4.83 0.72
6 O -0.94 2.23 -4.51
7 O 1.08 4.16 3.25
8 O 0.35 5.94 4.85
9 O 2.51 4.97 4.85
10 O -2.62 0.83 -5.19
11 O 0.58 6.38 2.60
12 O -3.01 1.93 -3.14
13 O -0.96 1.19 -2.39
14 N 2.11 0.73 0.36
15 N 0.00 -8.82 -3.41
16 C 1.92 -6.01 -2.34
17 C 1.74 3.60 2.13
18 C 2.27 -0.30 1.47
19 C 1.28 4.17 6.81
20 C -1.12 -5.47 2.01
21 C -0.65 6.95 4.75
22 C 0.91 -1.17 1.74
23 C -1.92 6.38 4.14
24 C 0.23 0.91 -6.19
25 C -0.55 -7.02 1.84
26 C 0.33 1.90 -5.05
27 C 3.22 3.39 2.39
28 C 0.32 -6.39 -2.38
29 C -2.58 3.35 -1.23
30 C -4.02 1.06 -5.28
31 C 2.30 5.16 6.25
32 C -4.34 2.53 -5.53
33 C -3.26 2.09 -1.74
34 C -0.10 -7.33 -3.70
35 C 2.40 -5.18 -1.01
36 C -0.11 -4.49 2.85
37 C 1.44 -3.92 -0.59
38 H -2.11 -5.58 2.66
39 H 2.63 -5.92 -0.10
40 H -2.64 7.17 3.93
41 H 3.38 2.80 3.30
42 H 2.54 0.28 2.46
43 H 2.04 6.20 6.46
44 H 0.33 -0.90 2.73
45 H -4.53 0.66 -4.40
46 H -2.38 5.66 4.82
47 H -1.31 -7.58 1.10
48 H -1.72 5.84 3.21
49 H -2.94 1.20 -1.18
50 H 0.98 1.52 -4.26
51 H 1.67 3.15 6.78
52 H 1.59 4.24 1.26
53 H -0.88 -9.23 -3.86
54 H -4.00 2.84 -6.52
55 H 2.22 -5.38 -3.30
56 H -0.76 -3.67 3.42
57 H -3.06 4.24 -1.66
58 H 1.04 4.43 7.85
59 H 3.26 4.97 6.74
60 H -1.25 -7.09 -3.89
61 H 3.74 4.34 2.53
62 H 1.89 -2.97 -1.16
63 H 1.27 2.64 1.92
64 H 0.45 -7.02 -4.68
65 H -4.33 2.18 -1.60
66 H 0.77 2.83 -5.42
67 H -0.87 7.30 5.76
68 H -3.84 3.22 -4.83
69 H 0.33 -4.00 -0.94
70 H -1.53 3.41 -1.52
71 H 3.46 -4.71 -1.28
72 H 0.18 -1.00 0.82
73 H 0.78 -9.25 -3.99
74 H -0.28 7.82 4.19
75 H 2.63 0.37 -0.47
76 H 0.55 -7.06 1.45
77 H 1.20 0.75 -6.65
78 H 3.16 -1.01 1.17
79 H -5.42 2.70 -5.46
80 H 1.10 0.83 0.07
81 H 0.34 4.13 6.24
82 H -0.14 -0.06 -5.83
83 H -4.38 0.48 -6.14
84 H -0.27 -5.37 -2.54
85 H 0.34 -5.16 3.73
86 H 0.05 -6.89 -1.36
87 H -0.48 1.26 -6.95
88 H -0.64 -7.54 2.90
89 H 2.57 -7.00 -2.37
90 H 3.69 2.87 1.55
91 H -2.64 3.41 -0.14

Summary:
orbital gap	0.1588	Eh
E_tot	-82035.6684	eV
highest occupied orbital energy	-4.47	eV
LUMO energy	-0.146	eV
charge	-1
molecular weight	705.9	g mol⁻¹

Atom charges from the Löwdin analysis, given in e for atoms 1 to 4:
1 In 0.480
2 Cl -0.181
3 P 0.762
4 P 0.772


# 3
Entry from the Open Molecules 2025 dataset: a molecular structure, C22H54Cu2N4O12 at a distorted geometry (ωB97M-V/def2-TZVPD).

Positions of all 94 atoms, in Å:
1 Cu 3.76 -1.63 0.45
2 Cu 1.15 -4.00 3.43
3 O -0.19 -0.11 1.48
4 O 4.48 -1.45 4.94
5 O 4.11 -1.69 2.68
6 O 4.46 0.55 0.69
7 O 1.60 -1.02 0.64
8 O 0.59 -2.03 2.37
9 O 0.26 3.79 -1.66
10 O 2.90 -2.72 4.08
11 O -3.78 6.11 -3.87
12 O 3.48 -1.44 -1.66
13 O -1.63 -5.42 -2.77
14 O -3.85 0.79 2.76
15 N -4.11 -2.45 4.52
16 N 5.85 -1.62 -0.35
17 N -0.54 -3.41 -0.65
18 N -2.77 4.85 -1.46
19 C -2.25 -4.17 -2.40
20 C 0.74 -1.09 1.50
21 C 5.89 0.62 0.85
22 C 0.71 2.59 -0.97
23 C -3.14 6.36 -5.19
24 C -3.99 4.71 -3.62
25 C 2.42 -1.80 -2.53
26 C -4.17 -0.26 5.40
27 C -3.69 1.27 1.47
28 C 3.76 1.78 0.70
29 C -0.28 4.73 -0.77
30 C -4.29 -1.05 4.18
31 C 5.99 -0.95 -1.65
32 C -1.62 -6.46 -1.84
33 C -3.51 -0.63 2.94
34 C -2.84 4.17 -2.69
35 C -2.46 -2.35 -0.48
36 C 6.47 -0.85 0.70
37 C -1.91 -3.74 -0.87
38 C 3.76 -1.88 3.87
39 C 4.70 -1.38 -2.37
40 C -1.76 4.32 -0.45
41 H -3.12 -2.47 4.72
42 H 1.52 -1.32 -2.14
43 H -1.99 4.92 0.44
44 H -2.07 -1.52 -1.08
45 H -4.37 2.12 1.58
46 H 6.16 1.05 1.82
47 H 4.62 -0.56 -3.08
48 H -0.70 -0.27 2.27
49 H 6.21 1.31 0.08
50 H 4.90 -2.21 -3.05
51 H -2.66 1.52 1.20
52 H -5.34 -1.00 3.88
53 H -3.32 -4.38 -2.46
54 H -2.52 -6.55 -1.24
55 H 1.59 2.85 -0.39
56 H -1.52 -7.40 -2.39
57 H -0.11 -4.31 -0.80
58 H -2.29 -2.21 0.59
59 H 0.01 2.11 -0.28
60 H 2.32 -2.89 -2.52
61 H -2.46 -0.83 3.16
62 H -2.47 5.76 -1.79
63 H 3.93 2.30 1.64
64 H -2.29 -4.54 -0.23
65 H 7.55 -0.77 0.56
66 H -4.60 -2.57 5.40
67 H -2.00 -3.48 -3.21
68 H 6.97 -1.16 -2.07
69 H -4.95 4.51 -3.16
70 H 0.15 4.96 0.21
71 H -3.88 -1.21 2.10
72 H -0.71 -6.29 -1.26
73 H -3.64 5.79 -5.97
74 H 3.84 -1.80 5.56
75 H -0.05 5.65 -1.32
76 H -4.91 0.54 5.45
77 H 6.21 -1.32 1.65
78 H -1.97 3.32 -0.07
79 H -3.88 4.08 -4.50
80 H 1.13 1.78 -1.57
81 H -3.17 7.44 -5.36
82 H -2.98 3.11 -2.51
83 H -1.86 4.30 -3.16
84 H 6.51 -2.38 -0.38
85 H -3.54 -2.48 -0.58
86 H 2.74 1.41 0.81
87 H -0.37 -3.01 0.26
88 H 2.57 -1.49 -3.56
89 H 6.10 0.13 -1.57
90 H -4.30 -0.80 6.34
91 H 3.95 2.32 -0.23
92 H -3.17 0.17 5.44
93 H -2.09 6.08 -5.24
94 H -3.96 0.65 0.62

Summary:
spin multiplicity	3
orbital gap (alpha / beta)	0.2771 / 0.1390	Eh
E_tot	-143476.0766	eV
highest occupied orbital energy (alpha / beta)	-12.79 / -12.79	eV
LUMO energy (alpha / beta)	-5.246 / -9.004	eV
charge	+2
<S²>	2.007
molecular weight	693.8	g mol⁻¹
energy above the lowest of the compared OMol25 structures with the same formula, charge and spin	397.3	kJ/mol

Atom charges from the Löwdin analysis, given in e for atoms 1 to 4:
1 Cu 0.924
2 Cu 0.692
3 O 0.104
4 O 0.142